Record 1
Density functional theory data (the ωB97M-V functional and the def2-TZVPD basis) for a 9-piece molecular cluster, C51H123N9O9 overall in a non-equilibrium geometry.

The spin multiplicity is 1. For the energy above the lowest of the compared OMol25 structures with the same formula, charge and spin, the calculation gives 237.1 kJ/mol. Its SMILES is CC1(C)CCCC(C)(C)N1O.CC1(C)CCCC(C)(C)N1O.CC1(C)CCCC(C)(C)N1O.COC[C@H](C)N.COC[C@H](C)N.COC[C@H](C)N.COC[C@H](C)N.COC[C@H](C)N.COC[C@H](C)N. The net charge is 0. Its HOMO-LUMO gap is 8.500 eV.

Positions of all 192 atoms, in Å:
C 2.514 -4.218 4.579
C 1.394 -3.181 4.263
C 1.299 -3.178 2.739
C -0.002 -3.591 4.808
C -0.183 -3.341 6.326
C 0.117 -1.876 6.620
C 1.558 -1.496 6.172
C 1.662 0.025 6.187
C 2.539 -2.126 7.172
N 1.733 -1.856 4.782
O 2.873 -1.297 4.177
H 3.469 -3.861 4.202
H 2.568 -4.342 5.661
H 2.186 -5.180 4.186
H 0.660 -2.341 2.432
H 2.260 -2.919 2.289
H 0.910 -4.066 2.244
H -0.843 -3.352 4.158
H 0.030 -4.687 4.769
H -1.165 -3.648 6.690
H 0.488 -3.999 6.882
H 0.044 -1.723 7.701
H -0.650 -1.204 6.228
H 2.704 0.352 6.215
H 1.170 0.558 7.006
H 1.219 0.552 5.337
H 3.550 -2.044 6.754
H 2.343 -3.159 7.434
H 2.733 -1.446 8.006
H 2.540 -0.506 3.738
C -4.187 2.264 -1.577
C -3.653 2.256 -3.029
C -4.566 1.292 -3.849
C -3.722 3.702 -3.519
C -2.927 3.993 -4.751
C -1.458 3.488 -4.661
C -1.320 2.023 -4.126
C -1.598 1.183 -5.363
C 0.122 1.902 -3.641
N -2.251 1.861 -3.035
O -2.094 0.561 -2.493
H -5.139 2.788 -1.490
H -4.336 1.279 -1.132
H -3.389 2.752 -1.011
H -5.584 1.296 -3.464
H -4.549 1.664 -4.878
H -4.164 0.282 -3.907
H -4.770 3.939 -3.711
H -3.240 4.387 -2.813
H -3.280 3.463 -5.648
H -2.858 5.014 -5.129
H -1.057 4.257 -3.981
H -0.765 3.611 -5.494
H -2.314 1.589 -6.076
H -1.973 0.193 -5.085
H -0.651 0.976 -5.866
H 0.754 2.119 -4.503
H 0.397 0.900 -3.308
H 0.262 2.655 -2.865
H -1.858 0.775 -1.570
C 3.510 -5.932 -4.257
C 2.513 -4.762 -3.996
C 1.403 -4.685 -5.050
C 1.777 -5.141 -2.668
C 2.587 -4.661 -1.468
C 3.028 -3.225 -1.526
C 3.912 -2.909 -2.744
C 3.827 -1.386 -2.904
C 5.369 -3.358 -2.578
N 3.223 -3.479 -3.936
O 3.958 -3.200 -5.103
H 2.976 -6.879 -4.175
H 3.995 -5.836 -5.229
H 4.300 -5.934 -3.506
H 0.596 -4.091 -4.625
H 1.790 -4.144 -5.919
H 1.068 -5.653 -5.419
H 0.713 -4.899 -2.672
H 1.752 -6.229 -2.566
H 2.047 -5.006 -0.577
H 3.445 -5.328 -1.318
H 3.452 -2.995 -0.542
H 2.175 -2.541 -1.474
H 4.295 -0.790 -2.119
H 2.821 -1.061 -3.172
H 4.407 -1.110 -3.793
H 5.838 -3.043 -1.644
H 5.973 -3.107 -3.447
H 5.424 -4.444 -2.459
H 3.496 -2.445 -5.482
C 1.056 4.121 4.373
O 0.070 4.485 5.316
C 0.237 3.850 6.583
C -0.769 4.371 7.591
C -1.008 5.870 7.634
N -0.463 3.905 8.954
H 0.718 4.652 3.482
H 1.038 3.066 4.078
H 2.074 4.385 4.667
H 0.172 2.764 6.471
H 1.232 4.139 6.941
H -1.723 3.957 7.228
H -1.715 6.257 8.366
H -1.517 6.108 6.693
H -0.086 6.451 7.607
H -1.126 4.302 9.610
H -0.720 2.919 8.973
C 3.541 2.566 -1.401
O 4.872 2.960 -1.250
C 5.273 4.062 -2.046
C 6.787 4.149 -2.037
C 7.213 5.522 -2.610
N 7.484 3.184 -2.895
H 2.827 3.330 -1.076
H 3.335 1.725 -0.731
H 3.285 2.142 -2.378
H 4.863 3.961 -3.058
H 4.913 5.021 -1.655
H 7.148 4.130 -1.008
H 8.270 5.686 -2.400
H 6.716 6.387 -2.164
H 7.075 5.561 -3.691
H 7.063 3.345 -3.809
H 7.173 2.236 -2.690
C -4.784 -0.592 1.766
O -4.285 -1.895 1.917
C -3.625 -2.369 0.747
C -2.634 -3.439 1.280
C -1.721 -4.036 0.211
N -3.372 -4.516 1.919
H -5.452 -0.384 2.603
H -5.372 -0.480 0.850
H -4.050 0.222 1.777
H -4.313 -2.807 0.015
H -3.083 -1.620 0.157
H -2.007 -2.968 2.044
H -1.071 -4.813 0.609
H -1.092 -3.282 -0.267
H -2.316 -4.457 -0.606
H -3.981 -4.019 2.564
H -3.926 -4.979 1.206
C -2.398 -2.545 -3.574
O -1.687 -3.050 -4.687
C -2.506 -3.470 -5.770
C -3.451 -4.598 -5.324
C -2.755 -5.964 -5.137
N -4.447 -4.770 -6.382
H -1.774 -1.807 -3.079
H -2.733 -3.336 -2.895
H -3.345 -2.086 -3.885
H -2.976 -2.527 -6.082
H -1.940 -3.785 -6.647
H -4.095 -4.373 -4.468
H -1.869 -5.876 -4.508
H -2.381 -6.361 -6.082
H -3.504 -6.654 -4.749
H -5.076 -3.983 -6.491
H -5.062 -5.532 -6.111
C -4.038 7.610 0.347
O -2.881 6.965 0.850
C -3.117 5.580 1.061
C -1.790 4.891 1.400
C -0.793 4.899 0.191
N -1.948 3.481 1.682
H -4.802 7.725 1.120
H -4.539 7.063 -0.460
H -3.765 8.573 -0.077
H -3.891 5.354 1.801
H -3.459 5.191 0.095
H -1.369 5.414 2.266
H 0.074 4.262 0.376
H -0.400 5.888 -0.048
H -1.313 4.507 -0.686
H -2.701 3.351 2.357
H -1.168 3.017 2.138
C -1.103 0.304 3.602
O -0.222 1.189 2.936
C 0.458 0.621 1.818
C -0.478 0.059 0.718
C 0.298 -0.663 -0.367
N -1.047 1.286 0.116
H -0.667 -0.681 3.795
H -2.026 0.096 3.048
H -1.383 0.889 4.477
H 1.166 1.262 1.293
H 1.045 -0.164 2.317
H -1.273 -0.524 1.182
H 1.284 -0.194 -0.409
H -0.195 -0.701 -1.337
H 0.438 -1.706 -0.072
H -1.456 1.863 0.869
H -0.378 1.839 -0.407

=====

Record 2
Density functional theory data (the ωB97M-V functional and the def2-TZVPD basis) for a 2-piece molecular cluster, C3H10N2O2 overall in a non-equilibrium geometry.

The spin multiplicity is 1. For the energy above the lowest of the compared OMol25 structures with the same formula, charge and spin, the calculation gives 44.5 kJ/mol. Its SMILES is CCNC(N)=O.O. The net charge is 0. Its HOMO-LUMO gap is 10.331 eV.

Positions of all 17 atoms, in Å:
C -0.237 1.925 -1.444
C 0.462 1.938 -0.108
N 0.662 0.599 0.509
C 0.525 -0.624 -0.122
N 1.423 -1.583 0.303
O -0.420 -0.925 -0.822
H 0.204 1.184 -2.111
H -1.262 1.582 -1.326
H -0.265 2.924 -1.880
H -0.103 2.511 0.629
H 1.439 2.430 -0.132
H 1.351 0.630 1.241
H 1.043 -2.514 0.325
H 2.177 -1.369 0.942
O -1.994 -1.347 1.600
H -1.955 -1.008 0.692
H -2.576 -2.109 1.513